Record 1
84
Properties=species:S:1:pos:R:3 method="wB97M-V/def2-TZVPD" max_force_ev_per_a=2.644 e_homo_ev="-12.73 / -12.13" multiplicity=2 s2=0.761 total_charge=+2
C -1.61 -2.26 3.07
H -1.39 -4.87 -2.13
H -3.25 0.65 3.32
H -0.55 3.35 5.54
C 0.65 3.09 -5.83
C -0.85 3.28 2.83
C -0.55 3.68 -1.35
H 1.26 2.63 -0.87
H 3.08 0.18 -3.59
H 1.32 0.27 1.29
C 0.01 -2.80 -6.23
H -2.90 -1.31 1.49
H 3.33 1.01 4.53
C 1.81 2.11 3.37
H -2.50 4.53 -1.74
H -1.31 -3.21 2.61
H 2.45 2.04 -5.23
C -0.18 2.33 5.45
H 1.16 3.74 -6.55
C -0.51 1.46 -0.39
Cl 2.31 -0.44 -1.30
H -1.92 -0.65 -1.51
H -3.69 2.70 -0.57
H -2.44 0.78 0.39
H -1.93 3.21 3.01
C -0.73 3.22 -5.64
C 0.17 2.61 -0.84
C 0.25 -4.05 -5.63
C -2.62 -0.23 3.43
H -1.21 0.75 -3.32
C -1.88 -0.57 4.60
H -0.68 3.25 1.75
C 1.40 -2.97 -3.79
C 2.67 0.86 3.65
H 0.88 -2.87 0.95
C 1.37 2.14 -5.10
H -2.47 2.49 -4.55
H 0.22 -4.95 -0.24
P -0.01 1.93 3.69
H -1.30 3.96 -6.20
H -1.92 -0.06 5.56
H -0.51 -2.73 -7.19
H -0.50 4.24 3.24
H 1.96 -3.04 -2.86
C -1.15 -3.97 -1.56
H 3.14 -1.92 2.51
C 2.72 -2.09 3.52
C -1.75 -2.76 -1.92
Si 1.66 -0.13 -3.48
Si 0.58 -0.01 -0.07
H 1.41 0.17 6.28
H -0.12 -4.96 -6.11
C -1.93 3.72 -1.28
H 0.77 2.22 5.97
C -1.90 1.55 -0.16
C -1.27 -1.83 4.38
C 0.69 1.28 -4.20
H 3.54 -2.21 4.25
P 1.69 -0.68 4.00
C -0.23 -4.00 -0.52
H 1.91 2.44 2.33
H 2.13 2.95 4.00
C -2.61 2.67 -0.65
C 1.11 -1.70 -4.33
H 2.10 -2.99 3.50
V -0.52 -0.40 2.86
H -0.74 -2.43 5.12
C -0.69 1.41 -4.02
C 0.15 -2.83 0.13
H 2.68 -1.07 6.15
H -0.01 4.48 -1.86
C -2.46 -1.27 2.49
H 3.31 0.62 2.78
C -1.42 -1.59 -1.25
C 0.94 -4.13 -4.42
H -0.91 1.65 5.92
C 1.68 -0.79 5.82
C -0.37 -1.60 -0.31
H 0.96 -1.54 6.14
H 0.30 -0.67 -6.08
C -1.40 2.39 -4.73
H 1.13 -5.10 -3.96
H -2.45 -2.70 -2.76
C 0.46 -1.64 -5.59

Record 2
87
Properties=species:S:1:pos:R:3 method="wB97M-V/def2-TZVPD" max_force_ev_per_a=2.904 e_homo_ev="0.92 / 1.23" multiplicity=5 s2=6.074 total_charge=-2
H 4.38 2.98 4.09
H -0.25 4.89 -3.55
H 2.77 -2.77 0.52
C -2.41 -2.68 -1.14
H -5.41 -1.13 -4.85
H -5.65 0.13 -2.74
C -3.76 -2.50 -0.80
C -0.98 2.14 -1.71
H -4.01 -1.90 0.07
S 0.56 -3.06 -0.55
H 2.68 2.53 3.88
C -1.56 2.77 -0.60
H -0.56 1.24 1.90
H 5.41 2.86 0.57
H -0.09 2.43 -3.63
H 1.64 0.07 3.62
H -3.16 -1.71 -5.69
H -2.80 -0.60 1.71
H -2.82 -3.20 5.12
C -4.43 -3.87 -2.66
C -0.94 -0.22 -0.15
H 4.00 4.82 2.40
H 3.44 4.40 0.76
N 3.10 -1.02 -0.56
H 3.15 -1.59 2.77
C -4.53 -0.83 -4.30
H 2.87 -1.62 -1.35
C -2.48 -2.96 4.12
C 3.37 4.15 1.81
H 3.26 -0.06 1.79
C 2.84 -1.08 1.85
H 3.96 1.31 3.69
C -1.64 4.15 -0.55
N 3.04 1.74 1.23
C 0.43 1.30 2.35
C 3.70 2.36 3.52
H 4.58 -0.43 -1.92
H -1.14 -1.03 -4.40
H 2.84 1.50 -1.40
C -3.09 -4.06 -2.99
C -3.55 0.26 -2.39
Fe 1.16 -0.22 -0.28
C -3.25 -1.15 -4.76
H -1.92 2.16 0.21
C 3.78 1.30 -0.91
H 0.42 2.03 3.16
C -1.13 -3.51 2.20
C -2.27 -0.07 -2.85
H 0.01 -0.56 3.32
P -1.05 -1.96 -0.15
C -1.57 -2.35 1.54
H 0.92 -1.82 1.78
C -1.17 4.92 -1.61
C -2.48 -1.51 2.21
C -2.10 -3.48 -2.24
H 4.56 2.00 -1.17
H -1.21 -4.69 3.98
H -2.83 -4.67 -3.85
C 3.33 -1.84 0.62
S 0.86 -0.08 -2.76
H -3.63 0.81 -1.46
H -5.21 -4.33 -3.25
H -3.64 -1.17 3.96
C 4.20 -0.13 -0.92
P -0.85 0.33 -1.79
H 5.03 -0.28 -0.21
H 5.58 1.50 1.68
H -0.44 -4.16 1.69
H -1.22 6.00 -1.56
C 5.27 2.54 1.60
C -0.62 4.29 -2.72
C -2.13 -0.78 -4.05
C -2.93 -1.82 3.47
C -4.74 -3.09 -1.55
C -0.53 2.92 -2.77
C 3.80 2.69 2.01
H -2.07 4.64 0.31
C -1.57 -3.80 3.47
H -5.78 -2.95 -1.28
C -4.66 -0.12 -3.10
H 4.40 -2.09 0.74
C 0.87 -0.07 2.85
S 1.45 1.98 0.92
H 5.91 3.16 2.25
H -1.06 -3.64 -2.50
N 1.39 -0.91 1.78
H 2.34 4.27 2.13

Record 3
85
Properties=species:S:1:pos:R:3 method="wB97M-V/def2-TZVPD" max_force_ev_per_a=1.418 e_homo_ev="-13.11 / -13.62" multiplicity=4 s2=3.773 total_charge=+2
H 0.48 5.84 -3.90
H 4.42 0.20 -0.72
H 1.44 4.27 0.97
C -0.15 1.71 3.52
C 3.51 -1.55 2.28
Re 0.58 0.00 0.77
H 0.81 3.99 2.59
H 2.33 3.41 -0.64
H 5.11 -0.44 0.77
N 0.80 -1.98 0.26
H 0.99 -1.65 3.94
C -5.09 2.40 -0.63
H -6.45 0.62 -0.31
H -0.74 0.84 3.82
H 2.79 -1.49 -1.64
H 4.41 -1.39 2.88
C -0.35 3.97 -4.52
C 3.26 0.65 1.06
C -0.71 2.68 -4.13
C -2.88 4.42 0.18
C -2.71 1.46 0.87
C -2.98 0.44 -0.29
H -0.82 2.41 3.04
H 0.19 2.82 -0.86
S -1.03 0.67 -2.31
C 1.46 -0.69 4.13
S -1.01 -1.43 1.89
H -2.30 4.82 1.02
H -1.65 1.77 0.84
H 2.41 -0.87 4.64
H -2.36 -0.44 -0.13
C 0.84 3.58 1.58
H 5.21 1.28 0.42
S 0.17 -4.28 1.14
C 3.44 -3.54 -1.85
H -2.19 4.18 -0.64
C 1.72 0.10 2.87
C 3.11 2.81 -0.20
H 3.85 -5.65 -1.88
H 0.84 5.13 -1.56
C -0.53 2.31 -2.81
H -2.88 0.93 1.82
H -0.18 3.59 1.19
H -5.37 2.73 -2.77
C 4.57 0.40 0.34
H -4.06 3.41 3.14
C -4.45 0.02 -0.26
C 0.20 4.84 -3.59
H 4.21 -3.31 -2.58
C -2.60 1.06 -1.62
H 0.82 -0.15 4.82
C -4.54 2.66 -2.07
H -5.40 4.13 2.24
Si -3.88 2.95 0.72
H 0.24 2.18 4.43
C 2.58 1.85 0.83
H 3.84 3.48 0.26
H -5.40 2.39 2.57
H -4.67 -1.03 -0.11
H 3.80 -2.01 1.34
C 0.04 3.16 -1.88
H 2.08 -6.24 -0.26
C -4.77 3.24 2.31
C 0.98 1.30 2.61
C 3.24 -4.87 -1.46
H 3.62 2.28 -1.01
C -3.61 1.55 -2.61
H -4.23 0.69 -2.89
H -3.14 1.91 -3.53
H 2.87 -2.25 2.82
C -5.41 0.93 -0.38
H -4.02 3.62 -2.10
H -1.12 1.98 -4.86
C 1.45 2.20 1.62
H -3.54 5.24 -0.17
C 2.25 -5.20 -0.54
H -6.00 2.99 -0.51
C 1.48 -4.17 -0.02
C 2.81 -0.24 2.05
O -0.08 0.26 -1.17
C 0.41 4.43 -2.28
C 1.69 -2.85 -0.40
C -0.03 -2.60 1.07
H -0.50 4.28 -5.54
C 2.67 -2.52 -1.33